# 1
24
Properties=species:S:1:pos:R:3:forces:R:3 method="wB97M-V/def2-TZVPD" multiplicity=1 e_tot_ev=-27402.0356 total_charge=0
C -2.5823 -2.3088 0.3895 -0.103 -0.028 0.019
C -1.5541 -2.8989 -0.3263 0.084 -0.048 0.046
C -2.4104 -1.0324 0.8947 -0.117 -0.075 -0.031
C -0.3731 -2.2180 -0.5394 -0.088 0.066 -0.059
C -1.2157 -0.3575 0.7189 0.220 0.120 -0.045
C -0.1840 -0.9347 -0.0150 -0.834 -0.933 0.200
C 1.4978 1.2691 0.6435 -0.879 -2.801 -1.609
C 0.4848 2.6858 -1.1068 0.033 0.019 0.120
C 0.7574 2.4976 0.3873 -0.395 0.499 -0.262
N 2.5195 0.9540 1.2337 0.273 1.062 0.590
N 1.0042 -0.2999 -0.3145 2.128 2.821 1.236
O 3.2135 -0.6638 -1.3825 0.621 0.153 -0.483
O 3.0660 -0.2314 1.1434 0.131 -1.197 -0.496
S 2.4147 -1.1512 -0.2967 -0.838 0.520 0.800
H -3.5033 -2.8468 0.5493 -0.128 0.004 0.004
H -1.6734 -3.8948 -0.7244 -0.014 -0.098 -0.065
H -3.2179 -0.5476 1.4247 -0.005 -0.005 0.124
H 0.4226 -2.6486 -1.1332 -0.124 -0.136 -0.058
H -1.0867 0.6137 1.1662 0.025 0.143 0.010
H 0.0383 3.6628 -1.2712 -0.037 0.058 -0.043
H -0.1977 1.9208 -1.4629 -0.056 -0.077 -0.080
H 1.4063 2.6149 -1.6796 0.035 0.008 -0.042
H -0.1883 2.4910 0.9324 0.075 0.044 0.053
H 1.3618 3.3246 0.7686 -0.009 -0.117 0.070

=====

# 2
35
Properties=species:S:1:pos:R:3:forces:R:3 method="wB97M-V/def2-TZVPD" multiplicity=1 e_tot_ev=-122088.5086 total_charge=-2
Y -1.8015 0.0870 -0.0211 0.822 -0.767 -1.042
Cl 2.7423 -5.3112 -2.7161 -0.085 0.107 0.049
C 1.5663 -4.0421 -2.5130 -0.072 0.050 -0.004
C 0.8998 -3.5216 -3.6128 0.041 -0.025 0.041
Cl 1.2620 -4.1116 -5.2106 -0.014 0.025 0.068
C -0.0704 -2.5341 -3.4381 -0.029 0.022 -0.004
Cl -0.9380 -1.8898 -4.8031 0.067 -0.069 0.070
C -0.4085 -2.0254 -2.1685 -0.118 -0.139 -0.389
O -1.3792 -1.1898 -2.0170 -0.244 0.960 1.029
C 0.3446 -2.5138 -1.0557 -0.076 0.166 0.229
O 0.0940 -1.9934 0.1395 -0.393 -0.100 -0.278
C 1.2716 -3.5313 -1.2378 0.148 -0.154 -0.174
Cl 2.0489 -4.2078 0.1583 -0.044 0.004 -0.115
Te -4.1324 -0.6513 1.0981 -0.846 -0.319 0.387
C -2.0430 4.1823 2.1188 -0.156 -0.059 -0.172
C -2.6073 3.4242 1.0016 0.076 0.028 0.503
N -3.0215 2.7348 0.1850 0.150 -0.047 -0.450
H -2.6795 5.0292 2.3643 -0.056 0.028 -0.016
H -1.0431 4.5290 1.8670 -0.021 0.001 -0.008
H -1.9602 3.5162 2.9758 -0.029 -0.039 -0.021
F 1.0907 -2.3316 2.4977 -0.062 -0.107 0.074
C 0.5392 -1.1465 2.3091 0.136 -0.080 -0.367
F -0.7899 -1.2493 2.2640 0.034 0.079 -0.013
F 0.8297 -0.4073 3.3745 0.041 0.017 0.171
S 1.3203 -0.4021 0.6695 0.622 0.802 0.819
O 0.5496 0.3112 -0.3893 0.168 -0.665 0.280
O 2.5408 -1.0833 0.3653 -0.210 -0.005 0.000
N 1.8467 0.9782 1.5394 -0.309 0.049 -0.441
S 0.7411 2.0406 1.6008 -0.191 0.096 -0.292
O -0.6479 1.5033 1.6911 0.541 0.317 -0.189
O 1.0235 3.1425 2.4824 -0.007 -0.248 0.257
C 0.7138 2.9577 -0.0696 -0.236 0.041 0.117
F 0.6820 4.2850 0.1647 -0.011 0.159 -0.014
F 1.7930 2.7179 -0.7912 0.203 -0.035 -0.125
F -0.3775 2.7041 -0.8232 0.163 -0.093 0.019

=====

# 3
21
Properties=species:S:1:pos:R:3:forces:R:3 method="wB97M-V/def2-TZVPD" multiplicity=1 e_tot_ev=-21264.8874 smiles="CO[P@@](=O)(O)C(C)(C)N" total_charge=0
C 2.5710 0.7158 1.7276 0.362 3.767 -1.083
O 1.7293 -0.0144 0.9053 -3.559 0.302 -2.558
P 0.5648 0.8254 -0.2057 3.591 -4.629 0.339
O 0.2664 2.1676 0.1763 -0.918 2.005 0.868
O 1.4403 0.7925 -1.5298 0.077 0.501 -0.639
C -0.8045 -0.4221 -0.4406 -1.896 2.312 0.228
C -1.5150 -0.5151 0.9766 2.078 -1.215 0.467
C -1.8246 0.1897 -1.4893 1.233 0.688 0.999
N -0.3762 -1.6852 -1.0143 -1.019 0.053 0.683
H 3.5277 0.9406 1.1860 -0.592 -0.121 0.314
H 2.8475 0.1114 2.5599 -0.214 -0.109 1.023
H 2.1021 1.8074 1.9394 1.033 -2.600 0.174
H 1.6873 0.0485 -2.0981 -0.490 -0.089 0.734
H -0.7283 -1.0323 1.6628 -1.523 0.851 -0.856
H -2.3540 -1.1863 0.8477 -0.294 -0.218 0.126
H -1.8697 0.4077 1.4795 0.465 -0.304 -0.723
H -2.5973 0.7743 -1.0428 -0.625 0.192 0.778
H -1.3609 0.9220 -2.1384 0.355 -0.280 -0.569
H -2.2797 -0.6051 -2.0370 -0.185 -0.519 -0.547
H 0.2772 -2.0014 -0.2868 -0.609 -1.296 -0.601
H -1.3032 -2.2411 -1.1782 2.733 0.709 0.844

=====

# 4
20
Properties=species:S:1:pos:R:3:forces:R:3 method="wB97M-V/def2-TZVPD" multiplicity=1 e_tot_ev=-16692.8604 total_charge=+1
C -0.0249 1.9569 -0.4596 0.834 1.012 1.378
C 0.4904 2.7125 0.8148 0.940 -0.418 -1.051
S -1.5238 1.1620 0.1350 -0.496 -0.323 -0.525
H -0.1157 2.7642 -1.1973 -0.558 -0.804 -0.197
H 0.8189 1.2832 -0.7217 -0.625 0.219 -0.320
H 1.1671 3.4255 0.3728 0.105 0.836 0.295
H -2.1858 0.8563 -1.0089 0.287 0.113 0.158
H 1.1667 2.1064 1.4042 -0.283 -0.414 0.427
H -0.2674 3.1791 1.4319 -0.110 0.068 -0.136
C 1.2598 -1.9441 0.1710 -1.204 0.570 -1.603
C 1.0533 -3.4056 0.3387 -0.726 -1.829 -0.706
N 0.1390 -1.4252 -0.8921 2.784 0.697 0.272
H 0.9718 -1.2945 1.0096 0.828 -0.515 0.032
H 2.2040 -1.7173 -0.3349 -0.148 0.238 0.573
H 0.7459 -3.8678 -0.6139 -0.274 0.474 -0.071
H 0.2819 -3.7098 1.0466 0.131 0.326 0.184
H -0.6472 -2.0817 -0.9326 -0.078 0.828 0.091
H 0.0297 -0.4595 -0.5295 -1.791 -0.590 -0.039
H 0.5398 -1.2071 -1.8256 -0.314 -1.040 0.444
H 1.9074 -4.0563 0.4679 0.698 0.551 0.793

=====

# 5
10
Properties=species:S:1:pos:R:3:forces:R:3 method="wB97M-V/def2-TZVPD" multiplicity=1 e_tot_ev=-12771.3633 total_charge=+1
C -0.3472 0.6370 2.0780 -0.526 -0.840 1.073
C 0.0363 0.7141 0.9605 1.529 1.313 -2.542
C 0.6531 0.9430 -0.2836 -1.305 -1.256 -0.328
N -0.5099 -1.0781 -1.0590 2.853 -1.198 1.788
I 2.7053 0.8456 -0.3416 -1.029 0.217 -0.292
H -0.6763 0.2846 3.0012 -0.458 0.173 1.206
H -0.0507 1.1873 -1.1426 1.737 0.365 1.036
H -0.0534 -1.4474 -1.8505 -0.047 -0.323 -1.042
H -1.1627 -0.3950 -1.0957 -2.732 1.726 -0.820
H -0.5945 -1.6911 -0.2666 -0.022 -0.177 -0.079

=====

# 6
81
Properties=species:S:1:pos:R:3:forces:R:3 method="wB97M-V/def2-TZVPD" multiplicity=1 e_tot_ev=-113710.1098 total_charge=+1
N 4.2364 -1.4028 -1.0431 0.517 0.828 -0.796
C 4.2288 -0.2889 -1.9547 0.394 -0.555 0.741
C 5.2943 0.5865 -1.9992 -0.316 0.751 -0.616
C 5.2457 1.6812 -2.8754 1.299 -0.018 0.286
C 6.3741 2.7006 -2.9247 -1.315 -0.460 0.809
P 6.2051 3.7999 -1.4329 0.364 1.475 0.558
O 6.4980 5.1863 -1.7346 0.322 0.131 -0.484
O 4.6847 3.7122 -0.8604 0.849 -1.086 -0.311
O 7.1580 3.2114 -0.2565 -1.201 -0.584 -0.878
C 4.1516 1.8229 -3.6663 -0.071 0.557 -0.365
N 3.1374 0.9488 -3.5895 -0.342 0.097 -0.454
C 3.1123 -0.0951 -2.7678 -0.158 -0.658 0.748
C 1.9624 -1.0679 -2.6287 0.032 0.376 -0.876
C 0.6076 -0.6025 -3.2046 0.568 -0.365 -0.179
C -0.3842 -0.0427 -2.1853 0.759 -1.218 -0.324
F -0.3104 -0.8273 -1.0731 0.206 0.300 0.036
F -1.6294 -0.2303 -2.6544 0.002 0.760 -0.116
C -0.0988 1.4045 -1.6967 -0.986 0.195 1.260
F -0.6728 1.5427 -0.4942 -0.341 -0.041 -0.279
F 1.2101 1.6038 -1.4806 0.133 -0.470 -0.460
S -0.7595 2.8307 -2.7486 0.568 2.411 -0.259
F -2.2660 2.5208 -2.3878 1.132 -0.213 -0.342
F -0.6306 3.7909 -1.4905 -0.138 -0.377 -0.020
F 0.7547 3.2600 -3.1354 -0.187 -0.373 -0.173
F -0.7804 1.9544 -4.0796 -0.386 -0.347 0.349
F -1.2620 4.0659 -3.5903 0.046 -0.322 -0.060
H 4.8031 -1.0829 -0.2644 -0.172 -0.387 0.184
H 4.8135 -2.1097 -1.5026 -0.341 -0.350 0.308
H 6.1716 0.4724 -1.3654 -0.151 -0.275 -0.028
H 6.2300 3.3446 -3.7946 0.366 0.022 0.158
H 7.3368 2.1863 -2.9272 0.016 0.319 -0.057
H 4.5479 2.9040 -0.3449 -0.405 0.225 0.065
H 6.7162 2.4265 0.1037 0.575 0.010 0.462
H 4.0617 2.6600 -4.3500 -0.221 -0.218 -0.022
H 2.3526 1.1282 -4.2084 -0.065 -0.086 0.182
H 2.2531 -1.9635 -3.1966 0.013 0.099 0.190
H 1.9411 -1.3832 -1.5845 -0.182 0.099 -0.135
H 0.1267 -1.4845 -3.6385 -0.142 0.184 0.205
H 0.7721 0.0592 -4.0626 -0.408 0.074 0.235
C -4.3268 0.9693 -1.8405 -0.987 -0.365 -0.128
C -5.0631 1.1638 -0.5320 0.584 0.058 0.014
O -6.4785 1.3020 -0.7463 -0.309 0.040 0.084
C -7.1532 0.1682 -0.8964 0.684 0.071 0.149
O -6.6844 -0.9313 -0.8743 -0.309 -0.100 -0.103
C -8.6499 0.4663 -1.0551 -0.942 0.172 -0.295
F -8.8742 1.4773 -1.9014 0.271 0.021 0.040
F -9.1926 0.8048 0.1270 0.158 0.205 -0.271
F -9.3166 -0.5880 -1.5160 0.292 -0.143 0.107
H -4.5601 1.7771 -2.5341 0.043 0.065 0.071
H -3.2707 0.9401 -1.6687 0.095 -0.185 0.254
H -4.6248 0.0358 -2.3207 0.013 -0.034 0.096
H -4.7387 2.0871 -0.0546 -0.264 0.078 -0.016
H -4.8617 0.3504 0.1651 -0.189 -0.086 -0.069
C -8.1653 -1.0387 2.1171 0.381 -0.331 0.132
C -8.2650 -1.3639 3.5908 -0.444 0.356 -0.277
O -7.3274 -2.3966 3.9547 0.192 -0.199 0.244
C -6.0829 -1.9999 4.1773 -0.638 0.410 -0.154
O -5.6796 -0.8760 4.0988 0.340 -0.141 0.056
C -5.2210 -3.1973 4.6006 0.466 -0.635 0.130
F -5.4450 -4.2689 3.8306 -0.101 0.140 -0.067
F -5.4844 -3.5488 5.8659 -0.136 0.177 -0.017
F -3.9201 -2.9140 4.5232 -0.107 0.220 -0.053
H -8.2893 -1.9423 1.5180 -0.093 0.023 0.012
H -8.9251 -0.3232 1.8367 -0.104 -0.018 0.177
H -7.1861 -0.6230 1.8752 -0.031 0.074 0.076
H -9.2532 -1.7569 3.8214 0.137 -0.241 0.074
H -8.1163 -0.4785 4.2080 0.234 -0.081 0.033
C 4.0951 -2.7670 5.3932 -0.110 0.190 -0.341
C 5.5615 -3.0372 5.1366 -0.272 -0.191 0.727
O 5.8736 -2.9077 3.7303 0.213 0.022 -0.409
C 6.0804 -1.6806 3.2899 -0.218 -0.223 0.887
O 6.0321 -0.6750 3.9334 0.076 0.235 -0.436
C 6.4485 -1.7227 1.8012 0.373 -0.283 -0.604
F 5.6490 -2.5417 1.0954 -0.015 0.037 0.279
F 7.6992 -2.1409 1.6201 -0.026 0.049 0.187
F 6.3534 -0.5044 1.2248 -0.146 0.088 0.179
H 3.4731 -3.4123 4.7715 0.033 -0.102 0.097
H 3.8531 -2.9455 6.4398 0.050 -0.023 -0.004
H 3.8363 -1.7363 5.1497 0.058 0.027 0.111
H 5.8056 -4.0625 5.4054 0.084 -0.032 -0.294
H 6.2013 -2.3848 5.7292 0.029 0.144 -0.220